Entry 1:
Entry from the OMol25 dataset: one molecule with the formula C15H20N4O in a non-equilibrium geometry (ωB97M-V/def2-TZVPD).

Atoms and positions in Å:
C: -0.52368 -3.72384 -0.26829
C: 0.08061 -2.37704 0.11466
N: -0.96483 -1.39434 0.36440
C: -0.61831 -0.42231 1.38816
C: 0.60437 0.35068 1.03037
N: 1.83307 0.06340 1.33535
C: 2.55338 1.00791 0.66084
N: 1.80013 1.82207 -0.02146
O: 0.52125 1.40492 0.20907
C: 4.03420 1.05284 0.66265
C: 4.57164 -0.13269 -0.11589
C: 5.87171 -0.00988 -0.84866
C: 4.58409 -0.07738 -1.61290
H: 4.22524 0.82434 -2.08566
H: 4.35967 -0.97688 -2.16597
H: 6.53063 -0.86428 -0.87261
H: 6.38960 0.93612 -0.80884
H: 4.34104 -1.08459 0.34625
H: 4.38927 1.00883 1.69450
H: 4.35373 1.98825 0.20377
H: -0.43324 -0.95251 2.32427
H: -1.45991 0.26275 1.51395
C: -1.46525 -0.77247 -0.85276
C: -2.75496 -0.04759 -0.58899
C: -2.92324 1.29107 -0.91821
C: -4.14188 1.89401 -0.64462
N: -5.15650 1.26418 -0.07980
C: -4.99387 -0.00963 0.23870
C: -3.82268 -0.71069 0.00770
H: -3.72528 -1.74760 0.28779
H: -5.84868 -0.48655 0.70055
H: -4.31390 2.93496 -0.88573
H: -2.12038 1.85270 -1.37148
H: -1.65675 -1.57322 -1.57215
H: -0.73490 -0.08101 -1.30556
H: 0.77638 -2.04156 -0.67091
H: 0.65737 -2.49498 1.03386
H: -1.22373 -4.04340 0.49857
H: -1.05236 -3.66782 -1.21635
H: 0.26324 -4.46775 -0.35947

Atoms 1-6, force components in eV/Å:
C 0.175 0.235 0.042
C -0.115 -0.337 -0.043
N -0.109 0.040 0.025
C -0.158 0.068 -0.054
C 0.647 -0.030 0.136
N -0.389 -0.350 0.308

The spin multiplicity is 1. The gap between HOMO and LUMO is 9.9 eV. Its SMILES is CCN(Cc1ccncc1)Cc1nc(CC2CC2)no1. As for the highest occupied orbital energy: -9.090 eV. For the energy relative to the best compared isomer or geometry (same formula, charge and spin), the calculation gives 71.76 kcal/mol. As for the net charge: 0.

Entry 2:
Entry from the OMol25 dataset: a 2-piece molecular cluster, C2HCl3FN overall in a non-equilibrium geometry (ωB97M-V/def2-TZVPD).

Atoms and positions in Å:
C: -0.09551 0.30021 -0.45283
C: 0.14952 -0.62607 0.62145
N: -0.38961 0.29422 -1.64378
F: 0.29661 2.17584 0.68806
Cl: -1.33245 -0.91695 1.55349
Cl: 0.45738 -2.19821 -0.15713
Cl: 1.43739 -0.04960 1.65647
H: -0.52333 1.02057 -2.26573

Atoms 1-6, force components in eV/Å:
C -0.935 2.984 -3.922
C 0.165 -1.194 1.808
N 1.362 -1.309 5.609
F -0.886 -2.299 -1.912
Cl -0.186 0.653 0.095
Cl 0.693 -0.059 -0.093

The spin multiplicity is 1. The gap between HOMO and LUMO is 9.0 eV. As for the highest occupied orbital energy: -10.600 eV. For the energy relative to the best compared isomer or geometry (same formula, charge and spin), the calculation gives 71.36 kcal/mol. As for the net charge: 0.

Entry 3:
Entry from the OMol25 dataset: C23H46N9O7PS as an isolated structure in a non-equilibrium geometry (ωB97M-V/def2-TZVPD).

Atoms and positions in Å:
C: -2.78332 5.13841 -3.09082
C: -1.47191 4.40329 -2.92737
C: -0.96270 4.08154 -1.71989
C: 0.26470 3.34265 -1.52227
P: 0.61524 3.04860 0.23385
N: -0.62003 2.32491 0.84125
O: 0.94169 4.48963 0.91685
O: 1.93764 2.14341 0.46616
C: 1.01487 2.91818 -2.59288
C: 2.31305 2.10502 -2.41246
N: 2.81535 1.40468 -3.60999
C: 0.51832 3.26935 -3.89675
N: 1.05465 3.01725 -5.08900
S: 0.14020 3.62042 -6.24824
N: -1.05403 4.26353 -5.33443
C: -0.72225 4.00837 -4.08432
H: -3.60132 4.40406 -3.13548
H: -2.92559 5.76413 -2.20772
H: -2.73537 5.70063 -4.02463
H: -1.51866 4.39007 -0.83885
H: -1.01626 2.90114 1.58073
H: 1.42125 5.02176 0.26173
H: 2.66071 2.68239 0.81626
H: 3.08974 2.81762 -2.11186
H: 2.18912 1.33174 -1.66006
H: 2.00587 0.97743 -4.04535
H: 3.18212 2.07272 -4.27549
C: 0.51469 0.13936 5.11159
O: 0.24501 -0.19395 6.25426
N: 0.09041 -0.50749 4.01778
C: 0.46390 -0.10081 2.67130
C: -0.77979 -1.65808 4.19642
H: 1.15263 1.01040 4.88657
H: -0.42767 0.14467 2.09885
H: 0.99308 -0.92352 2.18377
H: 1.11052 0.77097 2.70006
H: -1.68869 -1.34727 4.71396
H: -0.27827 -2.41056 4.80610
H: -1.03829 -2.08436 3.23031
C: -3.81863 1.30390 -3.03765
O: -3.85646 2.42711 -2.57053
N: -4.50473 0.89998 -4.12264
C: -4.41822 -0.45480 -4.63090
C: -5.35887 1.85924 -4.80346
H: -3.19804 0.50806 -2.59328
H: -4.04414 -0.44221 -5.65680
H: -5.40638 -0.91891 -4.61810
H: -3.74292 -1.04634 -4.01611
H: -4.76222 2.70537 -5.14756
H: -6.11728 2.23229 -4.11399
H: -5.84174 1.38507 -5.65424
C: 0.91362 -4.99981 3.61214
O: 0.88129 -5.03785 2.39509
N: 1.92094 -5.45911 4.37605
C: 1.88560 -5.37988 5.82645
C: 3.07490 -6.05185 3.72382
H: 0.08918 -4.57149 4.20481
H: 2.73054 -4.78614 6.18317
H: 1.95043 -6.38325 6.25177
H: 0.95950 -4.91661 6.16373
H: 3.53851 -5.32264 3.05777
H: 2.76212 -6.90921 3.12623
H: 3.79632 -6.37256 4.47140
C: 2.74787 2.13822 -8.30760
O: 3.17524 2.89082 -9.16010
N: 3.09574 0.84443 -8.16996
C: 2.54441 0.00782 -7.12158
C: 4.05443 0.27653 -9.10255
H: 2.01733 2.46556 -7.54836
H: 3.34762 -0.36575 -6.48310
H: 2.01647 -0.84026 -7.56344
H: 1.84742 0.58046 -6.51172
H: 4.99403 0.82731 -9.04709
H: 3.67098 0.35644 -10.12042
H: 4.23008 -0.76866 -8.86002
C: -1.47619 -4.38165 8.32656
O: -0.76206 -4.85797 7.46029
N: -1.23495 -3.22942 8.97366
C: -2.12376 -2.71293 9.99367
C: -0.03630 -2.48067 8.62771
H: -2.40593 -4.87707 8.65420
H: -2.49619 -1.73082 9.69585
H: -1.58606 -2.61782 10.93942
H: -2.96925 -3.38390 10.13418
H: -0.06588 -2.21460 7.57211
H: 0.84315 -3.10193 8.80700
H: 0.02783 -1.57480 9.22419

Atoms 1-6, force components in eV/Å:
C 0.499 -0.465 0.078
C -0.539 0.284 -0.437
C 0.214 0.018 0.469
C 0.563 0.222 -0.581
P -1.818 -1.249 0.913
N 0.518 1.050 0.005

The spin multiplicity is 1. The gap between HOMO and LUMO is 7.9 eV. As for the highest occupied orbital energy: -8.766 eV. As for the net charge: 0.

Entry 4:
Entry from the OMol25 dataset: a 9-piece molecular cluster, C53H119N5O9S4 overall in a non-equilibrium geometry (ωB97M-V/def2-TZVPD).

Atoms and positions in Å:
C: 2.60895 2.53151 -11.85336
S: 1.78131 1.26132 -10.78092
O: 0.57631 0.79403 -11.56343
C: 1.01812 2.55878 -9.65612
H: 1.96951 3.38851 -12.06494
H: 2.94933 2.21174 -12.83823
H: 3.51322 2.92521 -11.38926
H: 1.68498 2.80061 -8.82852
H: 0.19009 2.12719 -9.09381
H: 0.65385 3.47227 -10.12617
C: -6.87061 -3.94366 8.90860
S: -6.71323 -2.19427 8.31740
O: -5.36949 -2.17377 7.58053
C: -8.06133 -2.29356 7.08326
H: -6.89869 -4.57025 8.01714
H: -7.77642 -4.04491 9.50638
H: -6.00930 -4.25398 9.50017
H: -8.31699 -1.40039 6.51318
H: -8.94697 -2.46795 7.69427
H: -7.99057 -3.12422 6.38105
C: -7.72216 -3.68444 0.91732
S: -8.74903 -5.22213 1.13928
O: -8.73568 -5.67243 2.58516
C: -10.50801 -4.54421 0.69701
H: -7.98443 -3.37391 -0.09406
H: -6.66336 -3.87125 1.09657
H: -8.07390 -2.90104 1.58864
H: -10.48244 -3.83545 -0.13070
H: -10.83243 -4.04664 1.61095
H: -11.07006 -5.44876 0.46467
C: -2.53099 0.07261 0.94689
S: -1.43535 -0.50173 -0.42451
O: -1.82937 -1.95133 -0.80851
C: -2.11355 0.66013 -1.68773
H: -2.56427 -0.61374 1.79301
H: -3.51453 0.17204 0.48771
H: -2.38659 1.10347 1.27028
H: -2.98305 0.16107 -2.11552
H: -1.52822 0.76597 -2.60112
H: -2.35614 1.68399 -1.40319
C: -0.65641 -0.56192 13.38392
C: 0.21920 0.63743 12.89827
C: 1.63865 -0.03210 12.83229
C: 2.59517 0.65181 11.88628
C: 1.89991 0.87711 10.59152
C: 0.63372 1.61578 10.54622
N: -0.31838 0.97466 11.54443
O: -1.48198 1.61084 11.49738
C: 1.04841 3.12284 10.90706
C: 0.11042 1.57222 9.07677
C: 0.22000 1.79318 13.81260
H: -1.68241 -0.19673 13.42928
H: -0.45622 -1.03002 14.34772
H: -0.63390 -1.28558 12.56911
H: 2.14653 0.05714 13.79260
H: 1.61276 -1.09400 12.58774
H: 3.49621 0.03868 11.86894
H: 2.90214 1.60163 12.32411
H: 1.81574 -0.04940 10.02355
H: 2.56201 1.38974 9.89371
H: 1.22189 3.29451 11.96939
H: 1.94905 3.53681 10.45367
H: 0.19802 3.77524 10.70881
H: 0.48113 2.36193 8.42329
H: 0.34387 0.65410 8.53765
H: -0.97162 1.70235 9.05816
H: 1.03939 2.51191 13.80148
H: 0.01318 1.58728 14.86281
H: -0.68752 2.36723 13.62559
H: -1.98572 0.89715 11.09928
C: 5.81447 2.73916 2.81516
C: 6.07242 1.71524 1.74543
C: 5.29327 2.11850 0.42515
C: 5.56781 1.29824 -0.87556
C: 7.09800 1.30625 -1.13813
C: 7.92601 0.96234 0.13857
N: 7.45372 1.71214 1.32582
O: 8.36375 1.56587 2.40981
C: 7.76206 -0.59929 0.27860
C: 9.39516 1.38501 -0.14604
C: 5.49256 0.36107 2.32183
H: 6.13543 2.51575 3.83260
H: 4.76970 2.99039 2.99807
H: 6.34275 3.66025 2.56894
H: 4.23456 1.99224 0.65160
H: 5.57281 3.11284 0.07694
H: 5.06866 1.68168 -1.76546
H: 5.23498 0.26802 -0.74915
H: 7.38008 2.29486 -1.50032
H: 7.35892 0.60691 -1.93245
H: 8.01699 -0.80964 1.31728
H: 6.80863 -1.10989 0.14307
H: 8.50120 -1.02831 -0.39795
H: 9.90509 0.68149 -0.80416
H: 9.33870 2.30530 -0.72740
H: 10.07458 1.40744 0.70601
H: 4.41483 0.40426 2.47908
H: 5.87026 0.16524 3.32537
H: 5.67813 -0.47482 1.64733
H: 8.50325 2.43605 2.79050
C: -4.66122 -2.65761 -7.53343
C: -5.55840 -3.91193 -7.80728
C: -5.69804 -4.58371 -6.46191
C: -6.80695 -5.60479 -6.33695
C: -8.14567 -4.92453 -6.74964
C: -8.09876 -4.29214 -8.05617
N: -6.83815 -3.50973 -8.32775
O: -6.84455 -2.94210 -9.58089
C: -8.40747 -5.28673 -9.23354
C: -9.24437 -3.27386 -8.11121
C: -4.78414 -4.92005 -8.80819
H: -3.95783 -2.86384 -6.72670
H: -4.08233 -2.44734 -8.43275
H: -5.28955 -1.80922 -7.26223
H: -4.78965 -5.18112 -6.38427
H: -5.70787 -3.89078 -5.62058
H: -6.68300 -6.41366 -7.05699
H: -6.95842 -5.85263 -5.28636
H: -8.52246 -4.28602 -5.95062
H: -8.84158 -5.76096 -6.81424
H: -9.25276 -5.92644 -8.97986
H: -7.60443 -5.89935 -9.64333
H: -8.75231 -4.70900 -10.09110
H: -10.24215 -3.54041 -7.76266
H: -9.23093 -2.63612 -8.99507
H: -9.00898 -2.59318 -7.29307
H: -3.93794 -5.40259 -8.31911
H: -5.50698 -5.58739 -9.27750
H: -4.48417 -4.32836 -9.67307
H: -6.59065 -3.65444 -10.17225
C: 3.45572 -5.50052 -5.41947
C: 4.13315 -6.93047 -5.07472
C: 5.67320 -6.63253 -5.04827
C: 6.59168 -7.64252 -4.37059
C: 6.10834 -7.82677 -2.86678
C: 4.55728 -8.04438 -2.72747
N: 3.80585 -7.26286 -3.66140
O: 2.38660 -7.27788 -3.45730
C: 4.25916 -9.60866 -2.97622
C: 4.09118 -7.72795 -1.26031
C: 3.80122 -8.06796 -6.11372
H: 3.51198 -4.85659 -4.54180
H: 2.39177 -5.67665 -5.57788
H: 3.91796 -4.86489 -6.17471
H: 5.94862 -6.56932 -6.10101
H: 5.90563 -5.66531 -4.60267
H: 7.62505 -7.29730 -4.33783
H: 6.56833 -8.55013 -4.97376
H: 6.39359 -6.96022 -2.27028
H: 6.52642 -8.77131 -2.51868
H: 4.92772 -10.26672 -2.42118
H: 3.26932 -9.80109 -2.56234
H: 4.14761 -9.83460 -4.03670
H: 4.31951 -6.68552 -1.03833
H: 3.02989 -7.96683 -1.19163
H: 4.64482 -8.32080 -0.53221
H: 4.28711 -9.01824 -5.89235
H: 4.05116 -7.88819 -7.15934
H: 2.73277 -8.26708 -6.03087
H: 2.33556 -6.47508 -2.93335
C: -0.09467 8.65917 1.32584
C: 0.04466 10.19938 1.02936
C: 1.37588 10.68550 1.65395
C: 1.92003 12.04025 1.04713
C: 2.02249 11.92984 -0.50734
C: 0.70411 11.54316 -1.12113
N: 0.09061 10.35217 -0.42558
O: -0.95143 9.73586 -1.03682
C: -0.23627 12.77157 -1.00471
C: 0.97525 11.19688 -2.56447
C: -1.09979 11.04031 1.71849
H: 0.71130 8.13308 0.81425
H: -1.04669 8.27357 0.96108
H: 0.02715 8.45306 2.38922
H: 1.31402 10.69334 2.74216
H: 2.15324 9.93880 1.49190
H: 2.94550 12.22720 1.36583
H: 1.37459 12.93476 1.34790
H: 2.88329 11.36380 -0.86334
H: 2.24144 12.95160 -0.81748
H: 0.33793 13.67242 -1.22117
H: -0.88820 12.53788 -1.84641
H: -0.68479 12.83400 -0.01322
H: 0.05981 11.03227 -3.13278
H: 1.61946 11.94502 -3.02638
H: 1.53197 10.27717 -2.74419
H: -0.76596 12.04770 1.96713
H: -1.55363 10.52895 2.56740
H: -1.99661 11.28384 1.14883
H: -0.53172 9.06308 -1.57794

Atoms 1-6, force components in eV/Å:
C 0.439 0.474 -0.084
S -2.128 1.874 -1.041
O 1.284 -0.075 0.532
C 0.469 -0.491 0.924
H -0.390 -0.211 0.328
H -0.283 -0.885 0.177

The spin multiplicity is 1. The gap between HOMO and LUMO is 8.2 eV. As for the highest occupied orbital energy: -7.899 eV. For the energy relative to the best compared isomer or geometry (same formula, charge and spin), the calculation gives 44.89 kcal/mol. As for the net charge: 0.

Entry 5:
Entry from the OMol25 dataset: C27H23Br2CrFIN2O3 as an isolated structure (ωB97M-V/def2-TZVPD).

Atoms and positions in Å:
Cr: 2.15705 -0.50528 1.12330
C: -3.23964 3.78662 2.86096
C: -3.73729 2.99597 1.65698
C: -4.22889 3.94141 0.57535
C: -4.48803 3.21478 -0.73446
C: -3.20514 2.58442 -1.19972
C: -2.86484 2.48678 -2.52449
C: -1.67398 1.86194 -2.89641
F: -1.38078 1.79299 -4.20645
C: -0.82315 1.31974 -1.98504
C: -1.15843 1.40119 -0.62637
C: -0.30040 0.76863 0.36333
O: 0.81984 0.33322 -0.01927
C: -0.81295 0.67737 1.67618
C: -1.94875 1.37392 1.98658
N: -2.64706 2.11947 1.12363
C: -2.32874 2.05439 -0.23200
C: -0.23141 -0.17324 2.77923
O: -0.87003 -0.29721 3.80496
O: 0.90907 -0.75633 2.55245
H: -3.99839 4.51628 3.14805
H: -2.32315 4.32223 2.60375
H: -3.03958 3.15675 3.72687
H: -4.55413 2.34003 1.96368
H: -3.46868 4.71224 0.41316
H: -5.12738 4.43787 0.94076
H: -4.87337 3.89551 -1.49253
H: -5.24365 2.43762 -0.58145
H: -3.52018 2.88248 -3.29250
H: 0.09443 0.83082 -2.28093
H: -2.30299 1.32751 3.00802
Br: 3.66451 -1.88895 2.98807
C: 4.87949 -3.22156 2.31285
Br: 4.06733 -4.54634 1.19680
H: 5.27175 -3.71128 3.19042
H: 5.65194 -2.71263 1.75667
I: 3.17281 1.74931 1.97020
C: 4.14520 0.58637 -2.53507
C: 2.96194 -0.03298 -2.97723
C: 2.33406 -0.97955 -2.21243
C: 2.86727 -1.35725 -0.95394
C: 4.07738 -0.78150 -0.55101
C: 4.70108 0.19796 -1.34379
N: 2.18578 -2.08531 0.01999
C: 1.22115 -3.05686 -0.29057
C: 1.38708 -3.89076 -1.40024
C: 0.45699 -4.88118 -1.68616
C: -0.64577 -5.07459 -0.86574
C: -0.79762 -4.26664 0.25446
C: 0.12366 -3.27079 0.54525
H: 4.62245 1.34610 -3.14122
H: 2.53010 0.25272 -3.93046
H: 1.41755 -1.44515 -2.55156
H: 4.60664 -1.18556 0.29845
H: 5.63698 0.62803 -1.01172
H: 2.26172 -3.76528 -2.02884
H: 0.60654 -5.51707 -2.55222
H: -1.36821 -5.84935 -1.08891
H: -1.64288 -4.41405 0.91639
H: 0.01372 -2.66596 1.43591

Atoms 1-6, force components in eV/Å:
Cr -0.822 -0.369 0.276
C 0.044 -0.017 0.024
C 0.125 -0.059 -0.011
C 0.092 0.032 -0.093
C 0.068 -0.037 0.031
C -0.091 0.058 0.114

The spin multiplicity is 2. The gap between HOMO and LUMO (alpha / beta) is 6.7 / 6.9 eV. As for the expectation value of S²: 0.769. As for the highest occupied orbital energy (alpha / beta): -7.381 / -7.472 eV. For the energy relative to the best compared isomer or geometry (same formula, charge and spin), the calculation gives 0.00 kcal/mol. As for the net charge: 0.

Entry 6:
Entry from the OMol25 dataset: one molecule with the formula C6H12O (ωB97M-V/def2-TZVPD).

Atoms and positions in Å:
C: -1.94529 -0.65175 0.10583
C: -0.57861 -0.78439 0.80694
C: 0.48642 0.17939 0.28060
C: 0.56490 1.55018 0.94777
C: 1.82359 -0.24853 -0.30623
C: 0.70733 0.12476 -1.21227
O: 0.24529 -0.98299 -1.93755
H: -1.90913 -0.98776 -0.93369
H: -2.32665 0.37638 0.10559
H: -2.69125 -1.28451 0.59745
H: -0.23960 -1.82025 0.70585
H: -0.73518 -0.60331 1.87747
H: -0.31246 2.17313 0.74655
H: 0.67263 1.45992 2.03770
H: 1.44837 2.10253 0.60281
H: 2.11859 -1.29287 -0.34356
H: 2.64692 0.45529 -0.21988
H: 0.69371 1.07189 -1.74859
H: -0.64201 -0.79806 -2.26421

Atoms 1-6, force components in eV/Å:
C -0.029 0.032 0.033
C 0.052 -0.068 0.085
C -0.179 0.035 -0.072
C -0.103 0.041 -0.087
C 0.165 -0.064 0.067
C 0.148 0.312 -0.028

The spin multiplicity is 1. The gap between HOMO and LUMO is 10.2 eV. Its SMILES is CC[C@@]1(C)C[C@H]1O. As for the highest occupied orbital energy: -9.227 eV. For the energy relative to the best compared isomer or geometry (same formula, charge and spin), the calculation gives 31.33 kcal/mol. As for the net charge: 0.

Q: Which of these has the highest spin multiplicity?
A: C27H23Br2CrFIN2O3

Q: Which value of spin multiplicity does entry 6 give?
A: 1

Q: Which value of spin multiplicity does entry 2 give?
A: 1